Density functional theory data (wB97M-V/def2-TZVPD) for a molecular structure, C24H30N2OS6V.

LUMO energy (alpha / beta) = -0.0057 / -0.0062 hartree
max |F| = 0.80 eV/Å
charge = 0
E_HOMO (alpha / beta) = -7.022 / -6.460 eV
expectation value of S² = 1.04
2S+1 = 2

The geometry in XYZ format:
```
64
C24H30N2OS6V, DFT wB97M-V/def2-TZVPD
C 5.643 0.108 4.329
V 0.193 -0.783 0.437
C 0.562 -2.341 -2.997
H 1.647 -2.240 -2.974
C -3.714 -0.585 -0.904
H -2.749 2.119 -3.622
C 3.434 0.749 5.860
C 5.535 -0.396 5.619
H -1.655 -4.197 -1.727
C -3.905 0.924 -0.864
S 0.458 1.638 0.512
C 1.441 -1.895 2.947
C -0.119 -0.993 4.550
H -3.461 -0.925 -1.908
C -0.074 -1.110 -3.617
O -0.430 -0.683 2.193
N 2.522 0.362 1.658
C -0.683 1.573 -3.325
H -2.515 0.430 -3.161
H 6.505 -0.142 3.720
S -2.436 1.894 -1.257
H 0.296 -1.447 6.602
H 2.310 -2.799 6.100
H -0.281 2.514 -2.946
H 1.629 -4.017 0.985
C -2.392 -2.885 -0.165
C 3.534 1.260 4.566
C 0.614 -1.582 5.575
C 2.401 2.146 4.079
H -3.411 -3.262 -0.232
C 1.811 -1.918 1.509
H 4.730 1.309 2.793
H 4.326 -0.454 7.396
H -4.728 1.210 -1.518
S 0.383 0.299 -2.605
H 2.655 -3.060 -0.107
H 2.562 0.995 6.461
C 1.745 -2.342 5.296
H -1.001 -0.398 4.751
C 2.157 -2.491 3.978
H 2.307 3.012 4.737
C 4.649 0.931 3.806
S -2.446 -1.131 0.274
H -4.158 1.239 0.150
H -1.159 -1.204 -3.665
C -1.635 -3.140 -1.463
H -0.536 1.560 -4.405
H 0.316 -3.244 -3.553
H 1.460 1.596 4.128
C 1.893 1.452 1.495
N 2.092 -0.730 0.882
H 3.238 -3.506 1.495
H -2.069 -2.566 -2.280
H 6.309 -1.038 6.024
C 4.423 -0.070 6.387
S 0.105 -2.663 -1.272
H 0.303 -0.986 -4.633
H -4.640 -1.077 -0.600
H 3.061 -3.050 3.753
H -1.905 -3.384 0.674
C -2.167 1.449 -2.987
C 2.350 -3.200 0.927
C 0.285 -1.169 3.232
S 2.493 2.861 2.418
```

natural (NBO) atomic charge list, values in e, 6 entries: atom 1 (C): -0.213, atom 2 (V): 0.988, atom 3 (C): -0.516, atom 4 (H): 0.251, atom 5 (C): -0.531, atom 6 (H): 0.224